1.
Below is C18H36InN5OSSi as an isolated structure, with properties calculated with ωB97M-V/def2-TZVPD.

The value obtained for the LUMO energy is -8.2 eV. Its spin multiplicity is 1. For the HOMO-LUMO gap, the calculation gives 5.261 eV. The charge is +2. The calculation puts the HOMO energy at -13.466 eV.

```
63
Properties=species:S:1:pos:R:3:forces:R:3
In 0.312446 0.575083 -0.439975 0.2601 1.0568 1.4744
C 4.244746 -0.303517 0.501925 0.0095 -0.1452 0.0181
C 3.743546 1.088583 0.677725 0.8275 0.2331 0.4166
C 4.539546 2.086683 1.219325 -0.2931 -0.2136 -0.2412
C 4.046946 3.385383 1.225125 0.0979 0.0647 -0.0297
C 2.816546 3.675283 0.690925 -0.3862 -0.2724 -0.1325
C 2.027246 2.615683 0.185625 2.0719 0.7563 0.9944
N 2.524446 1.372983 0.229525 -1.3902 -0.7698 -0.5759
N 0.806446 2.809083 -0.285975 -2.1386 -2.1446 -0.7411
Si 0.400646 4.018283 -1.508275 -0.5497 0.6684 -0.3351
C 1.862946 4.130583 -2.723675 -0.6211 0.0332 0.5530
C 0.005146 5.623183 -0.545575 0.2676 -0.7645 -0.7596
C -1.179654 3.279483 -2.284975 0.8534 0.3391 0.3485
H 5.140146 -0.288317 -0.121675 -0.0240 -0.0573 0.0385
H 3.487346 -0.918417 0.020125 0.0909 -0.0713 0.0487
H 4.512946 -0.735317 1.465225 0.0131 -0.0917 -0.0077
H 5.527146 1.855083 1.581625 0.0939 -0.0390 0.0260
H 4.640846 4.192283 1.627225 0.0851 0.0448 0.0793
H 2.401646 4.667783 0.703225 0.0623 0.1366 0.0064
H 2.725846 4.599083 -2.255775 0.0856 0.0419 0.1048
H 1.624346 4.718083 -3.604575 -0.1415 0.1234 -0.1201
H 2.169246 3.142583 -3.065375 -0.0346 -0.1325 0.0036
H 0.889646 6.054783 -0.092375 0.1858 0.0924 0.0649
H -0.731154 5.456883 0.233425 -0.1337 -0.1376 0.0927
H -0.391754 6.356383 -1.240175 -0.0973 0.2007 -0.1189
H -0.941854 2.389083 -2.865775 0.0591 -0.1415 -0.1757
H -1.658254 3.989683 -2.947675 -0.1364 0.1178 -0.2000
H -1.891454 3.009783 -1.510675 -0.1366 -0.0018 0.2165
C -3.412754 -1.521817 -0.204875 0.4006 -0.2250 -0.1682
N -3.900354 -0.285417 0.369025 0.3890 0.0031 0.0205
C -5.340154 -0.231517 0.515325 -0.4840 0.2113 -0.0003
C -3.073054 0.716983 0.643925 -0.5212 -0.0357 0.0010
C -3.637854 2.010183 1.153325 0.2413 0.0843 0.0826
O -1.832754 0.588383 0.498725 1.4160 -0.0336 -0.5712
H -3.730254 -2.368117 0.406825 0.0008 0.0550 -0.0138
H -2.322854 -1.497617 -0.249975 -0.2002 -0.0730 0.0243
H -3.816554 -1.647317 -1.212375 -0.0130 -0.0164 0.0395
H -5.701654 -1.211717 0.821325 0.0402 0.0243 0.0389
H -5.814654 0.022183 -0.434775 0.0015 0.0107 0.0107
H -5.641154 0.491183 1.265425 0.0126 0.0178 0.0142
H -4.380754 2.414483 0.470225 -0.0909 -0.0064 -0.0510
H -2.824854 2.723183 1.263625 -0.0072 -0.0315 -0.0241
H -4.106054 1.877483 2.127725 -0.0518 -0.0412 0.0192
C 0.851846 -5.572017 1.623325 0.1750 -0.5946 -0.0608
N 0.356746 -4.209417 1.543425 -0.0585 0.3446 -0.4883
C 0.161546 -3.601517 2.841325 -0.1920 0.3181 0.6216
C 0.405446 -3.461917 0.436725 -0.3797 0.0248 -0.4643
S 0.843546 -1.799017 0.687225 0.2231 1.1810 -0.1377
N 0.198846 -3.963517 -0.778775 0.1056 0.1603 0.4782
C -0.489654 -5.217817 -1.018675 -0.2085 -0.5329 -0.0966
C 0.510946 -3.226617 -1.982175 0.2746 0.3879 -0.3612
H 1.624446 -5.609417 2.394425 -0.0253 0.0395 -0.0548
H 1.296146 -5.895317 0.688225 -0.0065 0.0401 -0.0312
H 0.059146 -6.264417 1.910025 -0.0085 0.0288 -0.0480
H -0.347154 -4.316517 3.484825 -0.0017 -0.0628 -0.0255
H -0.449354 -2.708217 2.757725 -0.0372 -0.0531 0.0493
H 1.110446 -3.332317 3.304125 0.0803 -0.0206 0.0213
H -1.051254 -5.527817 -0.144675 0.0110 -0.0082 0.0851
H 0.207046 -6.006817 -1.310075 -0.0446 0.0266 0.0550
H -1.191754 -5.079417 -1.841175 0.0157 0.0791 0.0301
H 1.328646 -2.528417 -1.801175 -0.0542 -0.1756 -0.0693
H -0.359754 -2.669317 -2.347175 0.0146 -0.1013 0.0460
H 0.814146 -3.936917 -2.749475 0.0027 0.0485 -0.0199
```
Positions in Å, forces in eV/Å.

2.
Below is C18H36N2O2Rb as an isolated structure, with properties calculated with ωB97M-V/def2-TZVPD.

The value obtained for the LUMO energy is 2.2 eV. The value obtained for the energy above the lowest of the compared OMol25 structures with the same formula, charge and spin is 12.3 kcal/mol. Its spin multiplicity is 1. For the HOMO-LUMO gap, the calculation gives 4.688 eV. The charge is -1. The calculation puts the HOMO energy at -2.532 eV.

```
59
Properties=species:S:1:pos:R:3:forces:R:3
Rb 0.357149 -0.490023 1.349306 0.3196 0.3542 -0.5030
C -2.347671 -2.865239 2.012400 0.5038 -0.0426 0.3501
C -2.299896 -3.512599 0.577723 -0.8348 0.6391 0.9921
C -3.551949 -4.397735 0.502426 -0.1299 -0.6091 0.3413
C -4.835031 -3.648548 0.182344 0.1548 -0.3068 -0.2372
C -4.655950 -2.694181 -0.987323 -0.4934 0.6417 0.5868
C -3.417984 -1.791268 -0.849771 -0.6510 0.1671 0.1220
N -2.279328 -2.585724 -0.510622 0.4303 -0.8070 -1.3174
O -1.061314 -1.931948 -0.742525 0.0899 0.3958 1.0958
C -3.728949 -0.651157 0.149957 0.4633 0.2856 0.2845
C -3.176051 -1.173710 -2.218963 -0.1224 -0.5550 -0.6783
C -1.095388 -4.403652 0.478080 1.3860 0.0024 -0.3534
H -1.890636 -3.556368 2.732693 -0.2425 -0.0176 0.0406
H -3.357929 -2.631453 2.350308 -0.0716 -0.1275 -0.0842
H -1.789708 -1.932951 2.127803 0.0221 -0.0483 -0.3994
H -3.666822 -4.885211 1.482618 0.0359 0.0327 -0.0641
H -3.390182 -5.236111 -0.184225 0.0341 0.2960 -0.3075
H -5.177305 -3.113519 1.072307 0.0396 0.1478 -0.0424
H -5.630006 -4.360437 -0.062730 -0.0043 -0.0280 0.1164
H -5.535208 -2.030883 -0.968424 0.0792 -0.0606 -0.3497
H -4.649313 -3.206735 -1.949558 0.1736 -0.1800 0.0368
H -4.244514 0.184285 -0.330128 -0.1539 -0.0863 0.0264
H -2.779821 -0.252787 0.528780 -0.0205 -0.0225 -0.1630
H -4.296610 -0.974835 1.024844 -0.1299 -0.0615 -0.0912
H -2.821828 -1.972033 -2.880244 0.2691 0.1149 0.1211
H -2.435516 -0.381683 -2.202668 -0.0366 0.0905 0.0103
H -4.126038 -0.862356 -2.672110 0.0379 0.3959 0.2851
H -1.081899 -5.252509 1.165130 -0.4365 -0.0669 0.0007
H -0.165955 -3.854160 0.668986 -0.2147 0.1197 0.0032
H -0.995751 -4.731445 -0.560318 -0.1133 -0.1929 0.1181
C 3.672512 0.105728 -0.160197 -0.0575 0.0246 -0.9401
C 3.818524 1.628985 -0.029116 -0.1246 0.1367 0.6685
C 4.157185 2.185499 -1.403638 -0.0345 0.1988 -0.3887
C 3.900153 3.692248 -1.554941 0.0759 -1.0831 -0.5308
C 2.461039 3.977210 -1.171366 0.0695 0.9341 -0.0774
C 2.086162 3.487760 0.224193 0.0649 0.3144 0.4646
N 2.537637 2.138056 0.448474 -0.7851 -0.9050 -0.9898
O 2.230194 1.679335 1.730909 -0.1688 -0.2708 0.3876
C 0.551603 3.511002 0.357032 0.2294 0.0289 0.3858
C 2.655682 4.477114 1.257393 0.3636 0.3216 0.0950
C 4.956861 1.925391 0.950818 0.3471 0.0981 0.0847
H 4.407475 -0.285377 -0.878863 0.3075 -0.0085 0.4634
H 2.728451 -0.094344 -0.679393 -0.1471 -0.0033 0.3686
H 3.730974 -0.409984 0.793723 -0.0250 -0.0412 0.0345
H 3.561770 1.667482 -2.166126 -0.1231 0.0159 0.1212
H 5.200347 1.942439 -1.638476 -0.0074 0.0419 0.0866
H 4.039718 3.902600 -2.621426 0.0926 0.3320 0.1085
H 4.648721 4.259630 -1.000699 -0.1977 0.1657 0.1723
H 1.773827 3.611009 -1.940121 0.1025 -0.4327 0.1039
H 2.300714 5.066330 -1.177594 -0.0215 -0.1129 0.0048
H 0.151365 2.572715 -0.026943 -0.1135 0.1458 -0.2717
H 0.136782 4.383218 -0.155843 -0.0793 -0.1059 -0.1244
H 0.272118 3.582191 1.409053 -0.0085 -0.0805 -0.0084
H 2.342663 4.231392 2.270077 -0.0624 -0.1949 -0.0510
H 2.345037 5.503920 1.032332 -0.0590 -0.0349 0.0266
H 3.748925 4.452605 1.247527 -0.0588 0.0904 -0.0236
H 5.831039 1.315359 0.695162 0.0621 0.1449 0.0593
H 4.650190 1.703670 1.972154 -0.1868 -0.1250 -0.0567
H 5.229745 2.983780 0.929815 0.1612 -0.0660 -0.1139
```
Positions in Å, forces in eV/Å.